117
Properties=species:S:1:pos:R:3 method="wB97M-V/def2-TZVPD" fmax_ev_per_a=1.10 homo_lumo_gap_ev="6.28 / 6.28" energy_ev=-117911.218 lumo_energy_ev="0.42 / 0.42" e_homo_ev="-5.862 / -5.860" mol_weight_g_mol=925.97
Ir -0.5388 -0.3023 -0.5481
C -3.6823 -0.3792 2.7597
C -2.3700 -1.1181 2.4788
C -2.2163 -2.3130 3.4173
C -1.2369 -0.1513 2.6157
C -0.8114 0.4747 3.7906
C 0.1941 1.3463 3.4177
C 0.8872 2.2575 4.4069
C 2.3131 2.7205 4.1184
C -0.0159 3.4510 4.7455
N 0.3391 1.2260 2.0783
N -0.5232 0.3031 1.5932
B 1.2883 1.8175 1.0260
N 0.4981 2.6084 -0.0415
N -0.3171 1.9116 -0.8831
C -0.6549 2.7364 -1.8706
C -0.0502 3.9841 -1.6599
C 0.6926 3.8632 -0.5094
C 1.5054 4.9569 0.1278
C 0.9712 5.3396 1.5066
C 3.0166 4.7007 0.1457
C -1.5596 2.4825 -3.0506
C -2.9787 2.9472 -2.6982
C -1.5597 1.0682 -3.6164
N 2.0667 0.6648 0.2985
N 1.4938 -0.0874 -0.7010
C 2.4880 -0.6580 -1.3808
C 3.7138 -0.2942 -0.8169
C 3.4079 0.5145 0.2537
C 4.3393 1.0749 1.2878
C 4.3888 0.1163 2.4835
C 5.7360 1.3034 0.7179
C 2.3010 -1.4515 -2.6385
C 3.1610 -0.8659 -3.7612
C 2.6785 -2.9161 -2.4302
H -4.5354 -1.0642 2.7648
H -3.8399 0.3949 2.0092
H -3.6453 0.1060 3.7371
H -2.3634 -1.4567 1.4392
H -2.2595 -1.9945 4.4616
H -1.2657 -2.8246 3.2614
H -3.0213 -3.0351 3.2585
H -1.1755 0.3127 4.7929
H 0.9463 1.6446 5.3115
H 2.3528 3.5121 3.3722
H 2.9487 1.9034 3.7825
H 2.7398 3.1204 5.0407
H -0.1588 4.0949 3.8769
H 0.4312 4.0502 5.5419
H -0.9990 3.1162 5.0764
H 2.0563 2.5553 1.5420
H -0.1355 4.8597 -2.2841
H 1.3428 5.8134 -0.5324
H 0.9719 4.4753 2.1670
H -0.0541 5.7073 1.4414
H 1.5887 6.1179 1.9608
H 3.3071 4.0374 0.9596
H 3.5495 5.6440 0.2806
H 3.3516 4.2516 -0.7908
H -1.1758 3.1470 -3.8306
H -3.3677 2.3212 -1.8944
H -3.6366 2.8797 -3.5692
H -2.9799 3.9810 -2.3499
H -1.7538 0.3290 -2.8419
H -0.5986 0.8156 -4.0673
H -2.3296 0.9865 -4.3901
H 4.6938 -0.5888 -1.1512
H 3.9466 2.0322 1.6301
H 4.7985 -0.8470 2.1714
H 3.3917 -0.0636 2.8890
H 5.0220 0.5167 3.2786
H 6.2026 0.3581 0.4319
H 6.3765 1.7737 1.4659
H 5.7078 1.9466 -0.1625
H 1.2454 -1.3651 -2.9133
H 4.2241 -1.0060 -3.5514
H 2.9825 0.2026 -3.8943
H 2.9405 -1.3728 -4.7026
H 3.7215 -2.9911 -2.1094
H 2.5606 -3.4883 -3.3525
H 2.0588 -3.3778 -1.6745
C -5.5780 0.8522 -0.3222
As -4.2299 -0.3754 -0.9230
C -4.5519 -0.6018 -2.8057
C -4.6614 -2.0869 -0.1661
O -2.7238 0.2200 -0.5867
H -6.5701 0.4353 -0.4903
H -5.4635 1.7776 -0.8847
H -5.4321 1.0552 0.7351
H -5.4837 -1.1501 -2.9458
H -3.7242 -1.1606 -3.2385
H -4.6169 0.3733 -3.2831
H -5.7200 -2.2900 -0.3300
H -4.4384 -2.0884 0.8977
H -4.0606 -2.8446 -0.6582
C 0.4855 -3.4485 0.6666
C -0.6215 -3.5035 -0.3956
C -1.8387 -4.2224 0.2226
C -1.0233 -2.0831 -0.7759
C -0.2507 -4.3457 -1.6182
C 0.4140 -5.5606 -1.4565
C 0.7329 -6.3567 -2.5459
C 0.3780 -5.9615 -3.8287
C -0.2966 -4.7627 -4.0030
C -0.6044 -3.9632 -2.9093
H 0.2576 -2.6464 1.3717
H 1.4640 -3.2249 0.2430
H 0.5587 -4.3878 1.2201
H -2.2054 -3.6908 1.1039
H -1.5712 -5.2372 0.5254
H -2.6480 -4.2987 -0.5048
H -2.0223 -2.0789 -1.2560
H 0.7006 -5.8883 -0.4643
H 1.2634 -7.2884 -2.3923
H 0.6269 -6.5805 -4.6811
H -0.5775 -4.4382 -4.9978
H -1.0975 -3.0123 -3.0683

---

18
Properties=species:S:1:pos:R:3 method="wB97M-V/def2-TZVPD" fmax_ev_per_a=1.97 homo_lumo_gap_ev="9.92 / 6.97" spin_multiplicity=2 energy_ev=-9351.459 lumo_energy_ev="0.90 / -2.04" e_homo_ev="-9.014 / -9.005" mol_weight_g_mol=103.14
C 0.2425 -0.4453 0.9194
N 0.8114 0.8916 1.0075
C 1.7117 1.2601 -0.0984
O 1.1630 1.4038 -1.2867
C -1.0870 -0.5727 0.1524
C -1.8786 -1.7453 0.7004
N -0.8849 -0.6191 -1.2954
H 0.0054 -0.8310 1.9065
H 0.9541 -1.1942 0.5234
H 1.3834 0.8911 1.8339
H 2.4630 0.4430 -0.1541
H 2.2102 2.1709 0.2453
H -1.5735 0.3659 0.4557
H -1.2883 -2.6021 0.8417
H -2.3324 -1.4618 1.6144
H -2.7212 -1.9464 0.0526
H -1.7277 -0.3152 -1.7649
H -0.1865 0.0691 -1.5277

---

8
Properties=species:S:1:pos:R:3 method="wB97M-V/def2-TZVPD" fmax_ev_per_a=2.74 homo_lumo_gap_ev="4.94 / 4.90" spin_multiplicity=2 energy_ev=-11103.829 lumo_energy_ev="-1.70 / -1.73" e_homo_ev="-6.645 / -6.634" mol_weight_g_mol=276.38
C 0.2961 0.2302 2.4508
C -0.3816 1.0726 1.5487
O -0.2057 -0.1593 -1.2825
C 0.1961 -0.7947 -0.1883
C 0.2701 -0.0312 0.9865
H 0.5352 -1.8356 -0.2726
Li 0.8930 0.0459 -2.6893
Tl -1.6032 1.4722 -0.5534

---

12
Properties=species:S:1:pos:R:3 method="wB97M-V/def2-TZVPD" fmax_ev_per_a=5.61 homo_lumo_gap_ev=8.49 energy_ev=-28396.011 lumo_energy_ev=-0.28 e_homo_ev=-8.769 mol_weight_g_mol=135.21
C -1.6752 0.3660 -1.7855
C 0.7954 0.8572 0.8127
C 1.4880 -1.2436 1.6323
H -2.6647 0.0639 -1.1606
H -1.0146 -0.6481 -1.7772
H -1.9879 0.6262 -3.0836
H 1.2450 1.8709 0.9259
H 1.0883 -1.7319 0.7966
N 0.1089 0.2751 -0.1448
O 1.3821 0.0939 1.8948
S -0.9191 1.6186 -0.8308
S 2.1540 -2.1483 2.7202

---

14
Properties=species:S:1:pos:R:3 method="wB97M-V/def2-TZVPD" fmax_ev_per_a=18.37 homo_lumo_gap_ev=11.97 energy_ev=-12043.866 total_charge=+1 lumo_energy_ev=-3.20 e_homo_ev=-15.174 mol_weight_g_mol=191.55
Rb 20.5382 -14.1634 25.6159
C 19.8931 -13.4638 30.7273
C 18.6862 -12.7358 30.1052
O 18.7282 -13.2084 28.7592
C 19.9312 -13.7017 28.4908
O 20.2478 -14.1689 27.4281
O 20.6321 -13.6469 29.5431
H 19.5666 -14.3598 31.2552
H 20.5809 -12.9605 31.4068
H 18.8744 -11.6651 30.1843
H 17.7621 -12.8424 30.6735
O 20.6964 -16.3615 26.2167
H 19.7827 -16.6393 26.2818
H 21.0693 -16.5599 27.0756

---

61
Properties=species:S:1:pos:R:3 method="wB97M-V/def2-TZVPD" fmax_ev_per_a=4.86 homo_lumo_gap_ev=6.59 energy_ev=-59634.894 lumo_energy_ev=0.07 e_homo_ev=-6.526 mol_weight_g_mol=479.48
Sc 1.1932 1.4732 0.8053
O 4.2792 4.2519 0.6339
C 3.2343 3.6079 0.7292
N 3.0957 2.3023 0.9549
C 4.2388 1.4964 0.5478
C 3.7304 0.2230 -0.1032
C 4.6396 -0.6288 -0.7301
C 4.1724 -1.7891 -1.3416
C 2.8126 -2.0711 -1.3083
C 1.9777 -1.1775 -0.6581
N 2.4031 -0.0509 -0.0568
C 1.9242 4.3154 0.5784
C 1.9066 5.6833 0.3228
C 0.6764 6.3140 0.1592
C -0.4885 5.5601 0.2552
C -0.3742 4.2016 0.5120
N 0.7980 3.5623 0.6756
H 4.8558 1.2189 1.4111
H 4.8957 1.9904 -0.1803
H 5.6932 -0.3744 -0.7449
H 4.8642 -2.4577 -1.8413
H 2.4106 -2.9598 -1.7765
H 0.9075 -1.3423 -0.5998
H 2.8394 6.2300 0.2482
H 0.6339 7.3782 -0.0448
H -1.4628 6.0159 0.1309
H -1.2502 3.5667 0.5946
C -5.6052 -2.7322 -2.2250
C -4.2378 -2.6259 -2.8839
N -3.1507 -2.6273 -1.9029
C -2.3099 -3.8280 -1.8309
C -3.0342 -5.0196 -1.2255
C -2.8913 -1.4280 -1.2337
O -3.4700 -0.3731 -1.4854
C -1.8837 -1.3942 -0.1628
C -1.9897 -2.1853 0.9808
C -1.0144 -2.0763 1.9692
C 0.0189 -1.1695 1.7789
N 0.1330 -0.3740 0.6914
C -0.8346 -0.4918 -0.2517
H -6.3922 -2.7393 -2.9855
H -5.7909 -1.8887 -1.5525
H -5.6912 -3.6502 -1.6358
H -4.1869 -1.6990 -3.4671
H -4.0959 -3.4548 -3.5862
H -1.3971 -3.6300 -1.2639
H -1.9856 -4.0667 -2.8507
H -3.4231 -4.7865 -0.2300
H -2.3531 -5.8718 -1.1379
H -3.8780 -5.3303 -1.8496
H -2.8275 -2.8628 1.1102
H -1.0630 -2.6750 2.8720
H 0.8014 -1.0485 2.5233
H -0.7367 0.1762 -1.1032
C 1.5357 2.3462 3.8953
C 1.4947 1.1660 2.9810
O 1.6257 0.0352 3.4212
H 1.6928 2.0253 4.9474
H 0.5763 2.8987 3.8235
H 2.3666 3.0159 3.5920
H -0.6090 1.8252 1.1047